C62H44F3N6PdSb as an isolated structure. Source: OMol25; level of theory: ωB97M-V/def2-TZVPD.

CARTESIAN COORDINATES (ANGSTROEM)
Pd  -0.876142  -0.416707  -0.788456
C  -6.568532  -4.211409  2.718361
C  -6.478448  -3.954642  1.358035
C  -5.375849  -3.300800  0.848991
C  -4.336831  -2.887015  1.694489
C  -4.441732  -3.148118  3.063323
C  -5.547313  -3.805777  3.565895
C  -3.188969  -2.198918  1.105158
C  -2.764930  -0.969158  1.597453
C  -3.340428  -0.301597  2.738911
C  -2.689617  0.871468  2.884159
C  -1.741381  0.970129  1.801256
C  -1.057467  2.148244  1.503563
C  -1.174036  3.263475  2.445694
C  -0.878624  3.102976  3.804131
C  -0.985229  4.169061  4.675040
C  -1.438176  5.399636  4.220330
C  -1.766631  5.560485  2.882292
C  -1.624647  4.509363  1.999596
C  -0.388150  2.387138  0.266497
N  -0.338705  1.528089  -0.802291
C  0.285417  2.196728  -1.821742
C  0.433571  1.740257  -3.171133
C  0.663452  2.754869  -4.199535
C  -0.151645  3.897571  -4.203447
C  -0.060182  4.826470  -5.218822
C  0.856034  4.648951  -6.244416
C  1.695991  3.544078  -6.234804
C  1.605407  2.606264  -5.224798
C  0.227833  0.413468  -3.548187
C  0.347866  -0.087821  -4.901265
C  0.073441  -1.406568  -4.865117
C  -0.291857  -1.725143  -3.507354
N  -0.160532  -0.605024  -2.723707
C  -0.874101  -2.934697  -3.152398
C  -1.529852  -3.168903  -1.914372
C  -2.164487  -4.391381  -1.575035
C  -2.849264  -4.167799  -0.407612
C  -2.605854  -2.818138  -0.039549
N  -1.762327  -2.236991  -0.933400
C  -1.055447  -3.973176  -4.179356
C  -2.368547  -4.278448  -4.552641
C  -2.620830  -5.227628  -5.520324
C  -1.568038  -5.911274  -6.108117
C  -0.262008  -5.623393  -5.735942
C  -0.000220  -4.647594  -4.789869
C  0.715669  3.461853  -1.365733
C  0.302143  3.578835  -0.054945
N  -1.783669  -0.173261  1.052472
H  -7.435144  -4.714192  3.116740
H  -7.277177  -4.256177  0.698254
H  -5.332045  -3.065591  -0.204418
H  -3.632220  -2.873203  3.722554
H  -5.615592  -4.005649  4.623948
H  -4.153955  -0.671097  3.329930
H  -2.861048  1.634796  3.615570
H  -0.539376  2.142053  4.168675
H  -0.711337  4.044028  5.712121
H  -1.542066  6.224712  4.905399
H  -2.137359  6.508541  2.526279
H  -1.907448  4.627135  0.964044
H  -0.888755  4.019354  -3.423730
H  -0.711747  5.687187  -5.219987
H  0.923888  5.373781  -7.039013
H  2.428505  3.416332  -7.016847
H  2.297847  1.777146  -5.201835
H  0.573466  0.504319  -5.763764
H  0.064821  -2.096210  -5.684934
H  -2.117386  -5.305446  -2.130088
H  -3.426540  -4.873039  0.152710
H  -3.181150  -3.734597  -4.095189
H  -3.638810  -5.434705  -5.811274
H  -1.765691  -6.667340  -6.851147
H  0.553553  -6.170499  -6.182915
H  1.018856  -4.435292  -4.499474
H  1.273383  4.177200  -1.935262
H  0.462948  4.410968  0.600216
N  1.545062  -2.363479  0.813848
N  1.099200  -2.374619  -0.545839
H  2.390700  -2.924123  0.956177
H  0.801572  -2.769526  1.378853
H  0.870660  -3.319520  -0.868812
H  1.856466  -2.022336  -1.131021
F  3.793910  6.270931  2.697672
C  3.398143  5.040760  2.371056
C  2.636581  4.314956  3.273001
C  2.204656  3.052432  2.915143
C  2.549398  2.510501  1.684008
C  3.300874  3.260315  0.785021
C  3.743036  4.523479  1.130283
Sb  1.921942  0.464730  1.225731
C  3.940084  -0.228118  0.812297
C  4.599256  0.174715  -0.338650
C  5.927679  -0.160468  -0.528944
C  6.573893  -0.909515  0.441967
F  7.851007  -1.242339  0.261245
C  5.921102  -1.334094  1.589632
C  4.590122  -0.999719  1.760786
C  1.689785  -0.178774  3.284987
C  0.571115  -0.902763  3.667222
C  0.415229  -1.302182  4.982198
C  1.400687  -0.971609  5.897778
F  1.255022  -1.354776  7.165544
C  2.525457  -0.246334  5.533941
C  2.661941  0.157318  4.218343
H  2.398750  4.730101  4.239571
H  1.615045  2.484556  3.616942
H  3.553810  2.867100  -0.189197
H  4.344428  5.113194  0.454972
H  4.083487  0.752490  -1.094031
H  6.468469  0.153218  -1.408063
H  6.455743  -1.907804  2.329410
H  4.069093  -1.330525  2.646242
H  -0.188334  -1.156188  2.940173
H  -0.451033  -1.855804  5.308283
H  3.268136  -0.003275  6.277636
H  3.529276  0.734550  3.926753

Force components x, y, z for each atom (eV/Å):
Pd -0.35 -0.03 -0.10
C 0.08 0.10 -0.03
C -0.11 0.00 0.08
C 0.08 0.10 -0.02
C -0.21 -0.14 0.12
C 0.13 0.01 -0.07
C -0.06 -0.05 0.07
C 0.24 0.06 -0.51
C 0.05 0.47 0.54
C 0.18 -0.22 -0.28
C 0.30 0.03 -0.32
C -0.81 -1.37 0.47
C 0.59 0.96 -1.50
C -0.01 0.19 0.18
C -0.01 -0.11 -0.07
C 0.01 0.01 0.06
C 0.04 -0.09 -0.13
C -0.01 0.11 0.08
C 0.00 -0.12 -0.06
C -0.59 -0.23 0.91
N 0.06 -0.11 -0.53
C -0.32 -0.55 0.17
C -0.42 0.23 0.74
C 0.16 0.21 -0.13
C -0.02 -0.18 0.15
C -0.03 0.07 -0.09
C 0.01 -0.07 0.11
C 0.07 0.00 0.00
C 0.07 -0.02 0.11
C 0.05 -0.81 -0.67
C 0.02 0.32 0.44
C -0.12 -0.16 0.44
C 0.80 1.34 -0.48
N -0.57 -0.24 0.25
C -0.95 -0.53 1.25
C 0.36 0.34 -0.45
C -0.51 -0.07 0.73
C 0.44 -0.33 -0.62
C 0.33 0.13 -0.25
N -0.22 0.06 0.04
C -0.08 -0.24 -0.16
C 0.11 0.16 0.09
C -0.02 -0.07 -0.09
C 0.06 0.05 0.06
C -0.02 -0.07 -0.05
C 0.02 0.12 0.09
C -0.28 0.51 1.20
C 0.38 0.37 -1.25
N 0.09 0.54 -0.52
H -0.08 -0.08 0.05
H -0.06 0.00 -0.07
H 0.03 -0.03 -0.08
H 0.07 0.02 0.08
H 0.02 -0.04 0.09
H -0.12 -0.03 0.08
H -0.14 0.08 0.09
H 0.04 -0.07 0.01
H -0.03 -0.04 0.08
H 0.00 0.12 0.09
H -0.05 0.10 -0.03
H -0.03 0.06 -0.06
H -0.08 0.04 0.03
H -0.05 0.04 0.02
H 0.02 0.09 -0.11
H 0.08 0.00 -0.04
H 0.02 -0.07 -0.02
H 0.05 0.03 -0.14
H -0.06 -0.11 -0.15
H 0.04 -0.17 -0.12
H -0.13 -0.16 0.10
H -0.12 0.01 0.03
H -0.09 -0.04 -0.04
H 0.01 -0.08 -0.09
H 0.09 -0.01 -0.04
H 0.10 0.04 0.01
H 0.11 0.14 -0.11
H 0.15 0.08 0.15
N -0.02 -0.37 -0.03
N 0.40 -0.31 -0.01
H -0.24 0.12 -0.06
H 0.17 0.14 -0.06
H 0.22 0.20 0.10
H -0.12 0.00 0.20
F 0.11 0.12 0.04
C -0.25 -0.40 -0.04
C 0.12 0.41 -0.03
C 0.25 -0.05 -0.25
C -0.26 -0.74 0.10
C 0.04 -0.10 0.27
C -0.02 0.25 0.03
Sb 1.06 -0.32 0.10
C -1.13 0.27 0.35
C 0.00 -0.06 0.09
C 0.27 -0.12 -0.02
C -0.46 0.08 0.08
F 0.18 0.00 -0.02
C 0.27 -0.07 -0.18
C 0.24 -0.01 -0.08
C 0.13 0.39 -1.03
C 0.09 0.05 0.02
C 0.02 -0.05 0.27
C 0.02 0.13 -0.34
F 0.00 -0.03 0.13
C -0.09 -0.10 0.24
C -0.08 -0.06 0.15
H -0.03 0.15 0.08
H 0.04 -0.02 0.08
H 0.08 -0.04 -0.07
H 0.05 0.08 -0.03
H 0.01 0.09 -0.09
H 0.08 -0.01 -0.09
H 0.10 -0.11 0.05
H 0.02 -0.05 0.12
H -0.11 -0.03 -0.07
H -0.08 -0.09 0.07
H 0.07 0.00 0.10
H 0.04 0.02 0.02

## Properties
* frontier orbital gap (alpha / beta): 3.37 / 3.44 eV
* 2S+1: 1
* charge: +2
* DFT total energy: -3384.72510 hartree
* ΔE to the lowest compared entry with this formula, charge and spin: 0.00 kJ/mol
* LUMO level (alpha / beta): -8.61 / -8.59 eV

Results of the Löwdin charge analysis, in e, for atoms 1 through 8: atom 1 (Pd): 1.026, atom 2 (C): -0.039, atom 3 (C): -0.044, atom 4 (C): -0.025, atom 5 (C): -0.188, atom 6 (C): -0.029, atom 7 (C): -0.045, atom 8 (C): 0.003


C62H48FGeN2NiOP3S as an isolated structure. Source: OMol25; level of theory: ωB97M-V/def2-TZVPD.

CARTESIAN COORDINATES (ANGSTROEM)
Ni  0.506950  -0.381523  0.349482
F  1.147143  -4.800852  -3.328763
Ge  0.824349  -3.676257  -2.020450
C  -0.318094  -4.684030  -0.821469
C  -0.401502  -6.066210  -0.997751
C  -1.384965  -6.802723  -0.356220
C  -2.301017  -6.162340  0.470393
C  -2.214237  -4.796324  0.673888
C  -1.226987  -4.042112  0.027918
P  -1.190374  -2.241961  0.440371
C  -2.724627  -1.531779  -0.223309
C  -3.708429  -2.291090  -0.850378
C  -4.860976  -1.678906  -1.325668
C  -5.035335  -0.308514  -1.188288
C  -4.048717  0.459926  -0.581942
C  -2.896459  -0.150058  -0.108448
C  -1.538589  -2.405313  2.239343
C  -2.730716  -1.973555  2.811357
C  -2.981600  -2.207492  4.158455
C  -2.039730  -2.858721  4.941324
C  -0.847384  -3.293543  4.372981
C  -0.603632  -3.076152  3.025337
C  2.620822  -3.671112  -1.229896
C  3.329295  -4.763764  -1.763493
C  4.517511  -5.202222  -1.201438
C  5.043530  -4.551370  -0.100905
C  4.375373  -3.461476  0.418379
C  3.159787  -3.013029  -0.113623
P  2.604645  -1.428650  0.615569
C  3.995763  -0.433515  -0.028162
C  5.124108  -0.100509  0.713832
C  6.201364  0.522113  0.098177
C  6.167501  0.801802  -1.261805
C  5.051467  0.452435  -2.011033
C  3.969958  -0.161795  -1.394365
C  2.850084  -1.625552  2.409331
C  3.114440  -0.512100  3.211962
C  3.224881  -0.645032  4.587871
C  3.062460  -1.889592  5.181615
C  2.802940  -3.001781  4.392773
C  2.695218  -2.871359  3.016640
C  -0.633441  -2.780103  -3.017045
C  -1.417038  -3.810197  -3.559538
C  -2.627226  -3.554858  -4.183878
C  -3.116650  -2.260466  -4.271940
C  -2.363203  -1.226302  -3.760023
C  -1.125878  -1.477202  -3.142975
P  -0.315026  0.059930  -2.834038
C  -0.022848  0.902308  -4.387955
C  0.835952  0.274118  -5.291739
C  1.089594  0.873983  -6.516027
C  0.481885  2.082921  -6.837594
C  -0.379097  2.699615  -5.939879
C  -0.635989  2.110820  -4.709863
C  0.824995  1.986959  -1.626677
C  0.065458  2.955933  -0.964032
C  0.368771  4.303392  -1.086576
C  1.419083  4.712492  -1.895580
C  2.165850  3.771471  -2.589010
C  1.856342  2.426301  -2.456085
H  0.300544  -6.564853  -1.657546
H  -1.446101  -7.873624  -0.507439
H  -3.076854  -6.730052  0.969304
H  -2.914199  -4.320036  1.349978
H  -3.578447  -3.357977  -0.980043
H  -5.625574  -2.277052  -1.806759
H  -5.938944  0.162083  -1.555561
H  -4.178093  1.530417  -0.478675
H  -2.130724  0.471296  0.348458
H  -3.475633  -1.469729  2.207149
H  -3.921786  -1.887521  4.593948
H  -2.238604  -3.038440  5.990636
H  -0.118842  -3.821785  4.976519
H  0.307088  -3.454013  2.575159
H  2.950627  -5.280210  -2.628116
H  5.027578  -6.054695  -1.632981
H  5.975300  -4.877499  0.344781
H  4.823386  -2.931212  1.249335
H  5.176332  -0.326554  1.770591
H  7.076140  0.779964  0.682792
H  7.015313  1.276917  -1.739414
H  5.030730  0.647879  -3.077592
H  3.105779  -0.451483  -1.984445
H  3.260398  0.461279  2.766278
H  3.447567  0.224005  5.194322
H  3.146730  -1.993489  6.255956
H  2.693081  -3.977984  4.848678
H  2.512672  -3.754179  2.415017
H  -1.071983  -4.832467  -3.504829
H  -3.191362  -4.379369  -4.602395
H  -4.069070  -2.059177  -4.747455
H  -2.726600  -0.206634  -3.846452
H  1.295432  -0.678117  -5.051647
H  1.755592  0.394420  -7.222242
H  0.676403  2.542619  -7.798428
H  -0.855837  3.637112  -6.198666
H  -1.300557  2.594932  -4.002446
H  -1.433217  3.289027  0.188338
H  -0.228752  5.037009  -0.551782
H  1.635356  5.768723  -1.998852
H  2.965507  4.081389  -3.250527
H  2.434783  1.693794  -2.998995
O  -1.002634  2.530169  -0.222271
C  0.438055  0.540428  -1.476239
N  3.011545  2.383652  0.606691
C  1.966856  2.322609  1.438635
N  1.071234  1.355940  1.532070
C  0.226256  1.616670  2.639145
C  -0.808088  0.804042  3.064527
C  -1.564022  1.178189  4.162804
C  -1.296781  2.363737  4.845086
C  -0.262063  3.186916  4.433635
C  0.485239  2.792223  3.333004
S  1.835763  3.602902  2.606480
H  3.051978  1.781183  -0.199797
H  3.529336  3.244197  0.540023
H  -1.014317  -0.124775  2.554541
H  -2.366966  0.535205  4.497729
H  -1.894745  2.641929  5.703110
H  -0.042184  4.109693  4.957056

Force components x, y, z for each atom (eV/Å):
Ni 0.24 0.40 -0.15
F -0.01 -0.19 -0.18
Ge -0.15 -0.17 0.12
C -0.27 0.11 0.16
C 0.03 0.07 0.08
C -0.04 0.00 0.05
C 0.03 -0.08 -0.04
C 0.11 0.02 0.03
C 0.11 -0.07 0.03
P -0.30 -0.23 0.36
C 0.04 0.09 -0.21
C -0.03 -0.01 0.05
C -0.01 0.01 0.02
C -0.02 -0.02 -0.01
C 0.03 -0.07 -0.01
C 0.03 0.01 0.00
C -0.05 -0.03 -0.08
C -0.09 0.01 -0.01
C -0.01 0.03 0.01
C 0.03 -0.01 0.00
C -0.02 0.00 -0.05
C 0.00 0.04 0.02
C 0.20 0.15 -0.05
C 0.16 0.20 0.20
C -0.03 -0.04 -0.07
C 0.07 -0.04 0.04
C -0.04 0.08 -0.01
C -0.02 -0.18 -0.07
P 0.29 -0.17 -0.13
C -0.01 -0.08 0.08
C 0.05 0.01 0.04
C 0.00 0.01 0.00
C 0.00 0.01 0.01
C -0.04 0.03 -0.02
C -0.01 0.07 -0.08
C -0.04 0.09 0.02
C -0.05 -0.04 0.03
C -0.02 -0.01 -0.01
C 0.00 -0.01 -0.02
C 0.00 0.03 0.03
C 0.08 -0.06 -0.04
C -0.02 0.37 0.05
C -0.10 0.17 0.01
C -0.01 -0.05 -0.03
C -0.07 0.00 -0.04
C 0.07 -0.05 -0.06
C -0.12 -0.22 -0.21
P 0.45 -0.32 -0.25
C -0.28 0.05 -0.04
C -0.07 0.06 -0.09
C -0.01 0.01 0.02
C 0.03 -0.04 0.00
C -0.03 -0.01 0.06
C 0.03 0.05 0.02
C 0.12 -0.19 0.10
C -0.10 0.05 0.11
C 0.05 0.11 0.02
C -0.02 0.04 0.01
C -0.02 -0.03 -0.03
C 0.14 -0.02 0.13
H -0.05 0.02 0.01
H 0.02 0.04 0.02
H 0.03 0.02 -0.03
H 0.02 -0.02 -0.03
H -0.01 0.02 0.01
H 0.03 0.02 0.02
H 0.03 -0.02 0.01
H 0.02 -0.04 0.00
H -0.03 -0.04 0.00
H 0.00 -0.01 0.03
H 0.06 -0.01 -0.04
H 0.01 0.00 -0.04
H -0.02 0.05 -0.03
H -0.07 0.02 0.04
H 0.01 -0.04 -0.01
H -0.01 0.05 0.00
H -0.04 0.02 -0.02
H -0.04 -0.01 0.02
H 0.01 -0.01 -0.03
H -0.04 -0.02 -0.02
H -0.03 -0.02 0.02
H -0.01 -0.01 0.07
H -0.02 -0.01 -0.02
H -0.03 0.05 -0.03
H -0.02 -0.02 -0.02
H 0.01 0.00 -0.03
H 0.01 0.02 -0.02
H 0.02 0.02 -0.01
H -0.05 0.01 0.00
H 0.03 0.03 0.00
H 0.05 -0.01 0.04
H 0.01 -0.04 -0.02
H 0.00 0.00 0.01
H -0.03 0.02 0.03
H 0.00 -0.02 0.03
H 0.03 -0.05 0.02
H 0.03 -0.02 -0.03
H 0.01 0.02 0.03
H 0.03 -0.05 -0.06
H 0.00 -0.05 0.02
H -0.02 -0.02 0.06
H 0.03 -0.08 -0.08
O 0.06 -0.07 -0.08
C -0.17 0.53 0.38
N -0.05 -0.03 -0.22
C -0.13 -0.18 0.17
N -0.01 0.03 0.20
C 0.09 -0.13 -0.31
C -0.08 -0.06 0.00
C -0.01 0.00 0.00
C 0.01 0.00 0.00
C -0.01 0.02 0.01
C 0.00 0.12 0.07
S 0.07 0.18 0.06
H 0.00 -0.05 -0.02
H -0.02 0.00 0.00
H -0.04 -0.07 0.03
H 0.01 0.00 -0.02
H 0.02 -0.01 -0.03
H 0.00 -0.06 -0.03

## Properties
* frontier orbital gap (alpha / beta): 7.73 / 6.99 eV
* 2S+1: 3
* charge: +2
* DFT total energy: -7683.09762 hartree
* ΔE to the lowest compared entry with this formula, charge and spin: 229.21 kJ/mol
* LUMO level (alpha / beta): -5.17 / -5.91 eV
* expectation value of S²: 2.0091

Results of the Löwdin charge analysis, in e, for atoms 1 through 8: atom 1 (Ni): 0.413, atom 2 (F): -0.264, atom 3 (Ge): 0.965, atom 4 (C): -0.273, atom 5 (C): -0.081, atom 6 (C): -0.043, atom 7 (C): -0.043, atom 8 (C): -0.089